No. 1
DFT (ωB97M-V with the def2-TZVPD basis set) results for a single C5H12N2O molecule.

The geometry in ORCA input format:
```
! wB97M-V def2-TZVPD RIJCOSX def2/J DEFGRID3
* xyz 0 1
O 2.679 1.096 -0.672
N -0.971 0.656 0.200
N -1.684 -0.033 -0.705
C -2.544 -0.926 -0.345
C 1.616 0.362 -0.061
C 0.296 1.178 -0.244
C -1.096 0.204 1.553
C 1.484 -1.001 -0.724
H 0.864 -1.625 -0.134
H 1.053 -0.905 -1.763
H -3.070 -1.526 -1.134
H 0.131 1.403 -1.304
H -0.813 -0.851 1.674
H -0.493 0.781 2.214
H 0.516 2.116 0.183
H 1.938 0.352 0.973
H -2.149 0.287 1.964
H 2.488 1.178 -1.621
H -2.744 -1.298 0.686
H 2.499 -1.449 -0.740
*
```

Structure (SMILES): C=NN(C)C[C@@H](C)O

No. 2
DFT (ωB97M-V with the def2-TZVPD basis set) results for 2 unconnected molecules or ions with the total composition CH2N2O3.

The geometry in ORCA input format:
```
! wB97M-V def2-TZVPD RIJCOSX def2/J DEFGRID3
* xyz 0 1
O -1.570 0.386 -0.859
O 1.429 -0.614 -0.731
O 1.260 1.071 0.587
N -1.272 -0.270 0.054
N 1.182 0.528 -0.490
C -0.943 -1.021 0.864
H 0.913 1.126 -1.308
H -0.999 -1.205 1.883
*
```

Structure (SMILES): O=[NH+][O-].C#[N+][O-]

No. 3
DFT (ωB97M-V with the def2-TZVPD basis set) results for a molecular structure, C6H16FN4O11PS.

The geometry in ORCA input format:
```
! wB97M-V def2-TZVPD RIJCOSX def2/J DEFGRID3
* xyz 0 1
S 2.408 0.128 -3.895
P 1.776 1.986 -1.865
F 1.511 -0.607 -4.933
O 1.787 -0.895 0.849
O -2.364 2.046 -1.864
O 0.773 2.984 -1.466
O -3.018 -2.553 1.699
O 3.266 1.018 -4.586
O -0.226 0.697 3.241
O 0.261 -0.865 -0.722
O -2.427 -3.825 3.335
O 0.423 -0.572 4.856
O -3.946 0.688 -1.328
O 2.958 -0.873 -3.040
N -3.194 1.606 -1.089
N 1.213 0.965 -3.143
N 0.617 0.274 4.003
N -2.208 -2.971 2.502
C -3.256 2.245 0.253
C 0.021 -1.098 -2.119
C 1.390 -1.329 -0.188
C -0.054 0.231 -2.849
C 1.996 0.816 3.903
C -0.837 -2.398 2.469
H -0.642 -1.945 3.436
H -0.606 0.098 -3.778
H 1.943 -2.103 -0.738
H 2.953 2.480 -2.433
H -0.653 0.899 -2.225
H 2.235 1.261 4.864
H 0.740 -1.814 -2.519
H -0.971 -1.553 -2.202
H 2.659 -0.017 3.690
H -4.026 1.746 0.829
H -0.145 -3.214 2.280
H -0.794 -1.653 1.683
H -3.481 3.295 0.099
H 2.177 1.146 -0.821
H -2.276 2.130 0.708
H 2.018 1.548 3.105
*
```

Number 1: frontier orbital gap 9.36 eV, HOMO energy -8.44 eV, electronic energy -10405.324 eV. Number 2: frontier orbital gap 10.71 eV, HOMO energy -10.52 eV, electronic energy -10185.756 eV. Number 3: frontier orbital gap 10.91 eV, HOMO energy -10.89 eV, electronic energy -57797.349 eV.